# 1
{"formula": "C15H18NO6OsSSe", "method": "ωB97M-V/def2-TZVPD", "de_lowest_kcal_mol": 0.0, "charge": 1, "orbital_gap_ev": 7.67, "energy_ev": -108263.926, "homo_energy_ev": -12.6, "lumo_ha": -0.183, "symbols": ["C", "C", "C", "H", "C", "H", "C", "H", "C", "H", "H", "C", "H", "H", "O", "H", "H", "C", "Os", "O", "C", "S", "C", "C", "H", "C", "H", "O", "O", "H", "Se", "C", "C", "C", "O", "H", "O", "N", "H", "H", "H", "H", "H"], "xyz": [[2.721, 2.649, -1.852], [4.194, 2.141, 1.745], [-2.730, -1.089, 1.669], [-3.546, -2.005, -1.216], [-2.915, -3.377, 1.017], [4.375, 3.121, 2.171], [-3.265, -0.495, 0.361], [3.208, 2.723, -2.824], [-1.797, -1.029, -1.811], [-4.539, -2.230, 1.998], [-0.339, 1.107, -3.219], [-1.963, -2.517, 0.202], [-1.130, -3.035, -0.265], [5.738, 0.095, -0.246], [0.882, 1.439, -0.533], [-4.352, -0.489, 0.333], [0.024, 2.806, -2.743], [2.849, 0.199, 1.485], [-0.223, -0.055, 0.312], [-1.545, 1.281, 0.555], [-3.461, -2.364, 2.054], [1.609, 1.263, -1.900], [3.034, 1.445, 2.060], [-2.713, -1.532, -0.703], [3.462, 2.451, -1.082], [3.827, -0.317, 0.647], [-2.374, -4.187, 1.501], [-1.430, -1.594, 1.212], [-3.601, 1.839, -0.060], [2.151, 3.548, -1.626], [1.284, -0.852, 1.879], [0.435, 1.863, -3.103], [-2.854, 0.970, 0.252], [4.952, 0.462, 0.404], [-2.132, -0.927, -2.949], [0.962, 2.001, -4.047], [-0.509, -0.715, -1.461], [5.134, 1.672, 0.927], [-3.208, -2.660, 3.069], [-2.561, -0.372, 2.468], [2.302, 1.875, 2.731], [3.731, -1.296, 0.197], [-3.689, -3.812, 0.388]], "forces_ev_per_a": [[0.003, -0.014, 0.007], [0.001, -0.002, 0.007], [0.027, -0.029, 0.001], [-0.005, 0.010, 0.001], [0.005, -0.005, 0.006], [-0.008, -0.001, -0.003], [-0.016, 0.047, -0.024], [-0.006, -0.004, 0.000], [-0.059, -0.110, 0.004], [-0.001, 0.000, 0.003], [0.010, 0.006, -0.007], [0.020, 0.013, 0.014], [0.000, -0.003, -0.001], [0.001, -0.004, 0.007], [0.135, 0.197, -0.064], [0.003, 0.010, -0.012], [-0.018, -0.002, -0.002], [0.013, -0.014, 0.020], [-0.142, -0.262, -0.141], [-0.069, 0.066, -0.009], [-0.005, 0.004, -0.001], [-0.090, -0.022, 0.041], [-0.019, 0.007, 0.006], [-0.010, 0.009, 0.027], [0.012, -0.012, 0.021], [-0.024, -0.012, 0.003], [-0.002, -0.003, -0.005], [-0.014, 0.043, 0.023], [0.005, -0.007, 0.025], [-0.001, 0.006, 0.007], [0.048, 0.002, -0.003], [0.042, 0.022, 0.005], [0.077, -0.045, 0.015], [-0.006, 0.039, -0.027], [0.010, 0.051, -0.023], [0.001, -0.007, -0.002], [0.090, 0.021, 0.105], [-0.008, -0.012, -0.013], [0.003, 0.004, 0.001], [-0.007, 0.005, -0.001], [0.003, 0.008, -0.002], [0.000, 0.001, -0.002], [-0.001, 0.001, -0.002]]}

***

# 2
{"formula": "C15H31Br12NO", "method": "ωB97M-V/def2-TZVPD", "de_lowest_kcal_mol": 60.4, "charge": 0, "orbital_gap_ev": 9.48, "energy_ev": -860103.840, "homo_energy_ev": -9.4, "lumo_ha": 0.004, "smiles": "CN(C)C=O.BrCCBr.BrCCBr.BrCCBr.BrCCBr.BrCCBr.BrCCBr", "symbols": ["C", "H", "Br", "H", "H", "O", "H", "Br", "Br", "C", "H", "H", "Br", "H", "H", "Br", "H", "H", "H", "H", "C", "H", "H", "H", "C", "H", "H", "H", "C", "H", "H", "H", "H", "H", "C", "H", "H", "H", "Br", "C", "C", "Br", "H", "N", "Br", "C", "C", "C", "Br", "Br", "C", "C", "C", "H", "C", "H", "Br", "H", "Br", "H"], "xyz": [[6.809, 4.413, 0.557], [-1.048, 5.584, 2.048], [0.293, 1.838, 9.490], [3.127, 0.004, 3.619], [1.073, -0.332, 7.426], [5.330, -2.960, 4.663], [7.386, 3.789, -1.530], [6.642, -5.326, 11.335], [6.100, -8.063, 6.751], [4.709, -7.321, 1.134], [8.217, -8.226, 5.408], [4.317, -4.510, 11.634], [4.228, -5.950, -0.244], [3.537, -2.139, 4.131], [4.088, -2.795, 9.821], [5.659, -1.881, 11.493], [7.965, -6.000, 7.527], [4.535, -5.418, 10.084], [5.759, -3.215, 9.306], [6.691, -7.400, 0.474], [5.051, -3.198, 10.134], [8.743, -8.323, 7.089], [4.849, -6.706, 2.024], [3.740, 0.993, 5.034], [3.982, 0.301, 4.227], [-1.706, 0.727, 8.244], [3.841, -7.978, 1.192], [6.197, -0.023, 6.197], [7.332, 3.424, -0.505], [-0.229, -1.129, 8.393], [4.554, 0.980, 3.596], [-0.332, 3.279, 2.670], [6.793, 0.372, 4.602], [8.389, 3.257, -0.298], [8.487, -6.377, 6.647], [-0.739, 1.684, 7.093], [8.271, -5.737, 5.791], [6.938, -1.245, 5.151], [5.505, -9.277, -0.777], [-0.695, 0.991, 7.933], [0.000, -0.455, 7.568], [-0.719, -1.309, 5.905], [1.026, 3.521, 1.490], [4.928, -0.731, 4.573], [-1.494, 4.052, -0.143], [0.309, 3.997, 2.159], [5.894, -8.090, 0.751], [6.262, -0.390, 5.173], [7.350, 4.072, 2.494], [6.334, 1.766, -0.317], [8.060, -7.817, 6.407], [4.911, -4.621, 10.726], [4.601, -2.033, 4.393], [7.009, 5.462, 0.340], [-0.496, 5.017, 1.298], [6.220, -8.671, 1.614], [1.246, 4.874, 3.678], [0.028, 5.854, 0.837], [10.489, -6.246, 6.780], [5.720, 4.367, 0.554]], "forces_ev_per_a": [[-0.790, 0.072, -0.160], [-1.320, -0.422, -0.438], [-0.790, -0.742, -1.303], [0.045, -0.454, 0.503], [-0.224, -0.131, -0.044], [0.101, -0.564, -0.298], [-0.964, 0.105, 0.076], [-0.211, 0.146, -0.176], [1.258, 0.116, 0.012], [-1.580, 0.991, -0.482], [0.011, 0.405, 0.082], [-0.064, -0.426, -0.118], [0.156, -0.516, 0.438], [0.043, -0.200, -0.456], [0.081, -0.257, -0.069], [-0.145, -0.638, -0.587], [0.650, 0.107, 0.137], [-0.154, 0.559, -0.230], [-0.037, 0.345, 0.156], [0.112, -0.358, -0.221], [0.169, -0.745, 0.164], [-0.944, -0.959, 0.246], [0.044, -0.337, 0.042], [-0.533, -0.572, 0.517], [1.461, 1.617, -0.632], [0.134, 0.463, 0.270], [-0.043, 0.325, 0.271], [-0.367, -0.103, 0.048], [0.997, 0.466, 1.496], [0.163, -0.004, -0.264], [-0.103, 0.219, -0.537], [-0.009, 0.105, -0.439], [-0.402, 0.226, -0.268], [-0.079, -0.573, 0.229], [-0.262, 0.360, -1.166], [0.363, -0.050, 0.254], [-0.116, 0.033, 0.223], [-0.543, -0.226, 0.040], [0.329, 0.326, 0.635], [0.831, -2.256, -0.211], [-0.725, 2.007, 0.314], [0.281, 0.723, 0.964], [0.195, -0.197, 0.574], [0.784, -0.416, 0.662], [0.460, 0.720, 1.168], [0.014, 0.697, -1.016], [0.978, -0.069, -0.394], [-0.452, 0.008, -0.713], [-0.268, 0.118, -1.723], [0.341, 0.158, -0.367], [0.546, 0.138, 0.320], [0.374, 1.002, 0.798], [-0.032, 0.459, 1.138], [0.667, -0.179, 0.129], [0.223, 0.000, 1.345], [0.001, -0.339, -0.267], [-0.256, -0.164, -0.813], [0.701, -0.763, -0.377], [-1.174, -0.168, 0.164], [0.073, -0.187, 0.351]]}

***

# 3
{"formula": "C3H3AlFO2", "method": "ωB97M-V/def2-TZVPD", "charge": 2, "orbital_gap_ev": [8.02, 7.75], "energy_ev": -16544.239, "homo_energy_ev": [-20.4, -20.7], "lumo_ha": [-0.457, -0.475], "spin_multiplicity": 2, "s2": 0.75, "symbols": ["H", "H", "Al", "F", "C", "C", "O", "C", "O", "H"], "xyz": [[3.214, 1.310, -0.913], [4.913, -0.987, -2.212], [1.402, -3.642, -0.330], [4.118, 1.238, -0.491], [3.871, -1.258, -2.049], [2.234, -2.411, -1.077], [3.600, -2.364, -1.294], [2.726, -0.553, -2.210], [1.699, -1.268, -1.643], [2.469, 0.227, -2.921]], "forces_ev_per_a": [[3.111, 0.478, 1.766], [-0.171, -0.309, -0.216], [-4.627, -6.838, 4.228], [-3.145, -0.179, -1.604], [0.577, -0.262, 1.506], [6.480, 9.654, -5.672], [-2.814, 0.508, -0.366], [-1.248, -1.319, -0.808], [1.906, -2.020, 0.689], [-0.070, 0.287, 0.477]]}

***

# 4
{"formula": "C2H6N2OP", "method": "ωB97M-V/def2-TZVPD", "de_lowest_kcal_mol": 13.2, "charge": -1, "orbital_gap_ev": 6.66, "energy_ev": -16486.709, "homo_energy_ev": -2.2, "lumo_ha": 0.162, "smiles": "[O-]P1CCNN1", "symbols": ["N", "H", "O", "N", "H", "H", "P", "H", "H", "H", "C", "C"], "xyz": [[-0.107, -1.278, -0.082], [-0.209, -1.642, -0.967], [3.051, 0.150, 0.565], [1.308, -1.134, 0.176], [0.562, 1.219, 1.414], [-0.960, 0.317, -1.119], [1.942, 0.303, -0.406], [-1.607, -0.005, 0.328], [0.213, 2.153, 0.065], [1.857, -1.991, -0.034], [0.426, 1.065, 0.386], [-0.614, 0.111, -0.141]], "forces_ev_per_a": [[0.525, 0.040, 1.886], [-0.349, -0.984, -2.526], [3.856, 1.848, 1.368], [-1.819, -3.089, -0.146], [0.081, -0.782, 1.763], [0.426, 0.651, -1.564], [0.156, 0.723, -1.165], [0.289, 0.849, 0.802], [0.235, -1.522, -0.191], [-0.831, 0.912, 0.216], [-0.849, 2.482, -2.025], [-1.720, -1.128, 1.581]]}